Record 1
A structure of composition C49H51IrN4OP2SSi at a distorted geometry, computed with ωB97M-V with the def2-TZVPD basis set.

Values from the calculation:
Largest force on an atom   0.049 hartree/bohr
DFT total energy   -3666.4940 a.u.
ΔE to the lowest compared entry with this formula, charge and spin   28.3 kcal per mole
Net charge   +2
Highest occupied orbital energy   -0.496 hartree
LUMO energy   -6.2 eV

Element x y z (Å)
Ir: 0.516 -0.044 0.395
S: 2.915 0.653 0.025
P: 0.074 2.128 -0.217
P: -1.387 -1.020 1.357
Si: -0.730 -0.498 -1.582
O: 5.264 -0.764 3.878
N: 4.788 1.088 1.860
N: 4.459 -2.256 5.373
N: 1.288 -0.153 2.601
N: 3.768 2.965 1.059
C: 2.947 -0.689 4.241
C: -4.923 1.284 3.147
C: -1.481 3.904 1.358
C: 0.608 0.513 3.541
C: 1.722 2.667 -2.391
C: -1.980 -1.831 -1.202
C: -2.643 -2.595 -2.167
C: -0.848 -2.063 3.943
C: -3.139 -3.069 0.530
C: -2.839 3.494 -2.731
C: 2.442 -0.724 2.954
C: -0.179 -3.384 2.042
C: -0.301 3.174 1.228
C: 1.060 0.645 4.842
C: 0.315 -4.144 4.265
C: 6.587 -1.778 6.573
C: -3.618 -0.729 2.991
C: 2.931 4.713 -2.753
C: -0.805 -2.250 2.563
C: 1.262 3.147 -1.167
C: -2.746 -0.090 2.102
C: 1.634 4.422 -0.747
C: 3.274 -2.871 7.472
C: -1.757 1.046 -1.910
C: 3.869 1.649 1.093
C: 0.469 4.096 3.325
C: 3.351 -3.006 5.960
C: 2.250 0.033 5.203
C: -0.698 4.838 3.433
C: 0.195 -0.867 -3.172
C: -3.799 -3.803 -0.437
C: 2.469 5.203 -1.544
C: 4.319 -1.263 4.492
C: -0.290 -3.008 4.789
C: 4.580 3.888 1.832
C: -2.238 -2.077 0.141
C: -1.671 4.738 2.450
C: -1.798 3.476 -1.825
C: -2.836 1.087 -2.800
C: -4.704 -0.042 3.504
C: -3.379 2.294 -3.197
C: 5.824 -2.724 5.659
C: -4.070 1.912 2.256
C: -3.556 -3.562 -1.787
C: -1.290 2.243 -1.397
C: -2.987 1.221 1.732
C: 0.665 3.272 2.229
C: 2.552 3.442 -3.178
C: 0.369 -4.333 2.892
H: 1.573 2.695 2.152
H: -5.767 1.821 3.558
H: 2.735 6.202 -1.225
H: -2.250 3.838 0.601
H: 5.336 1.621 2.518
H: 6.347 -2.829 4.709
H: 2.900 3.063 -4.129
H: -0.850 5.494 4.280
H: 0.483 1.220 5.553
H: 1.230 4.167 4.093
H: 5.582 3.993 1.411
H: -0.316 0.987 3.233
H: 0.830 -5.221 2.481
H: -4.500 -4.573 -0.143
H: -2.346 1.687 1.004
H: -3.316 -3.285 1.576
H: 3.128 -1.832 7.771
H: 4.092 4.860 1.828
H: -5.381 -0.541 4.183
H: -3.253 0.164 -3.189
H: 2.439 -3.457 7.856
H: 0.731 -4.890 4.929
H: -4.248 2.939 1.968
H: 1.253 4.831 0.181
H: -4.213 2.313 -3.886
H: -2.576 5.326 2.524
H: 6.082 -1.659 7.531
H: 4.660 3.560 2.870
H: 4.181 -3.237 7.952
H: -0.336 -2.862 5.861
H: -1.341 -1.196 4.362
H: -3.229 4.439 -3.086
H: -2.446 -2.433 -3.220
H: 3.575 5.321 -3.373
H: 7.584 -2.173 6.762
H: 3.177 3.343 0.329
H: -0.135 -3.537 0.970
H: -1.373 4.407 -1.469
H: 2.970 -1.256 2.172
H: -0.430 -0.594 -4.024
H: -3.460 -1.759 3.278
H: 0.452 -1.924 -3.260
H: 1.432 1.680 -2.726
H: 2.422 -2.678 5.498
H: 4.795 0.092 2.027
H: -4.077 -4.140 -2.538
H: 6.695 -0.800 6.106
H: 3.488 -4.056 5.687
H: 1.124 -0.303 -3.245
H: 5.733 -3.711 6.110
H: 2.633 0.114 6.212

Record 2
A structure of composition C49H53BGaN5O5S2 at a distorted geometry, computed with ωB97M-V with the def2-TZVPD basis set.

Values from the calculation:
Largest force on an atom   0.067 hartree/bohr
DFT total energy   -5295.0172 a.u.
ΔE to the lowest compared entry with this formula, charge and spin   62.8 kcal per mole
Net charge   0
Highest occupied orbital energy   -0.278 hartree
LUMO energy   -1.0 eV

Element x y z (Å)
Ga: -14.317 -12.086 -7.675
S: -12.568 -9.602 -9.452
S: -12.539 -11.645 -4.743
O: -11.107 -9.691 -9.093
O: -12.905 -11.870 -3.334
O: -14.749 -12.631 -9.840
O: -12.022 -12.726 -5.553
O: -9.732 -8.471 -7.267
N: -16.334 -14.576 -6.891
N: -14.244 -15.560 -6.906
N: -13.848 -11.199 -5.622
N: -15.688 -10.692 -7.507
N: -13.287 -11.072 -9.049
C: -16.480 -8.668 -6.393
C: -12.650 -16.351 -10.979
C: -12.624 -16.225 -4.572
C: -13.439 -9.176 -13.399
C: -13.914 -11.697 -10.083
C: -10.477 -8.374 -3.728
C: -18.359 -13.705 -8.071
C: -12.758 -17.579 -3.874
C: -15.616 -9.830 -6.455
C: -14.529 -17.269 -9.555
C: -12.953 -16.007 -7.116
C: -19.240 -12.516 -5.661
C: -14.294 -11.258 -12.641
C: -16.408 -15.833 -6.288
C: -9.426 -6.659 -5.280
C: -17.357 -8.445 -7.501
C: -11.340 -10.355 -4.640
C: -11.191 -9.566 -3.507
C: -10.074 -7.965 -5.004
C: -16.831 -12.914 -3.539
C: -16.338 -7.865 -5.230
C: -19.887 -12.250 -6.854
C: -18.839 -14.332 -3.453
C: -10.178 -8.891 -6.088
C: -14.215 -10.330 -13.652
C: -16.550 -10.448 -8.543
C: -13.686 -11.083 -11.414
C: -17.919 -13.869 -10.629
C: -17.374 -9.322 -8.607
C: -15.186 -16.360 -6.230
C: -14.661 -10.114 -5.434
C: -17.697 -13.847 -4.337
C: -14.583 -9.280 -4.282
C: -10.876 -16.860 -6.235
C: -15.472 -8.218 -4.224
C: -18.156 -13.381 -5.722
C: -10.666 -10.155 -5.845
C: -12.131 -16.318 -5.947
C: -17.515 -13.793 -6.957
C: -19.515 -12.852 -8.006
C: -10.346 -16.929 -7.490
C: -18.079 -14.614 -9.235
C: -13.394 -16.183 -9.636
C: -19.273 -15.607 -9.366
C: -12.973 -9.877 -11.213
C: -12.809 -8.947 -12.227
C: -11.142 -16.532 -8.594
C: -12.466 -16.169 -8.399
C: -11.684 -15.374 -3.698
B: -14.922 -14.313 -7.422
H: -20.179 -12.889 -8.860
H: -15.111 -17.050 -8.680
H: -15.813 -12.930 -3.885
H: -12.663 -17.484 -2.784
H: -18.129 -7.648 -7.411
H: -17.016 -7.040 -5.088
H: -15.492 -7.602 -3.353
H: -17.026 -13.246 -10.657
H: -12.193 -15.369 -11.266
H: -9.269 -6.117 -4.357
H: -16.573 -11.203 -9.327
H: -15.092 -17.215 -10.477
H: -10.043 -6.060 -5.946
H: -17.135 -11.866 -3.659
H: -17.927 -9.085 -9.505
H: -11.633 -9.846 -2.539
H: -14.792 -10.376 -14.561
H: -10.687 -10.939 -6.621
H: -17.151 -15.235 -9.157
H: -20.782 -11.676 -6.888
H: -19.623 -14.935 -3.981
H: -13.912 -9.551 -3.428
H: -11.901 -18.150 -4.184
H: -16.829 -13.229 -2.526
H: -19.552 -16.106 -8.402
H: -17.310 -16.229 -5.902
H: -20.136 -15.068 -9.745
H: -19.559 -12.078 -4.720
H: -11.298 -14.535 -4.289
H: -10.193 -9.020 -7.973
H: -19.354 -13.533 -2.861
H: -8.456 -6.791 -5.824
H: -14.090 -18.273 -9.537
H: -10.890 -15.961 -3.243
H: -11.870 -17.093 -10.989
H: -14.999 -12.054 -12.844
H: -13.783 -15.156 -9.643
H: -12.234 -8.044 -12.024
H: -10.199 -7.730 -2.921
H: -14.942 -17.342 -5.764
H: -13.602 -18.243 -4.110
H: -9.273 -17.262 -7.610
H: -13.373 -16.625 -11.753
H: -18.810 -13.242 -10.870
H: -13.621 -15.722 -4.515
H: -13.424 -8.488 -14.216
H: -17.033 -14.743 -4.422
H: -10.173 -17.143 -5.437
H: -12.251 -14.916 -2.846
H: -17.765 -14.694 -11.424
H: -10.665 -16.406 -9.560
H: -18.474 -14.913 -2.646
H: -19.054 -16.393 -10.094

Record 3
A structure of composition C49H53N10O7RbS at a distorted geometry, computed with ωB97M-V with the def2-TZVPD basis set.

Values from the calculation:
Largest force on an atom   0.045 hartree/bohr
DFT total energy   -3395.2183 a.u.
Net charge   -2
Highest occupied orbital energy   -0.081 hartree
LUMO energy   3.6 eV

Element x y z (Å)
Rb: -0.485 0.264 0.643
S: -2.360 -2.423 -1.011
O: 3.365 -1.922 1.383
O: -1.499 -0.095 3.390
O: -0.244 3.208 0.299
O: -1.836 0.936 5.253
O: 4.058 -0.411 -0.568
O: 2.016 -2.218 1.605
O: 0.985 2.852 -0.269
N: -3.284 1.365 0.485
N: -0.785 0.765 -2.229
N: -1.210 -4.144 0.912
N: 1.045 -1.224 -1.873
N: 1.963 2.591 0.657
N: -2.304 0.237 4.294
N: -0.519 -3.169 1.493
N: -2.292 -4.988 -0.858
N: 1.587 -1.747 2.852
N: -6.287 2.956 2.890
C: 0.016 6.181 2.694
C: 2.432 -3.741 -5.053
C: -1.727 -6.150 4.685
C: 2.981 3.063 4.090
C: -0.965 4.437 4.045
C: -0.877 5.789 3.687
C: -2.406 3.356 -6.179
C: -1.397 2.722 -3.484
C: -2.453 -3.531 4.085
C: 0.769 5.215 2.089
C: -5.315 2.467 2.048
C: 1.849 -2.246 -1.623
C: -0.949 2.921 -5.939
C: -2.945 -5.639 5.116
C: -0.214 3.469 3.430
C: 4.005 2.687 4.944
C: -5.554 1.323 1.306
C: 0.732 3.883 2.437
C: 5.045 1.527 3.088
C: -1.851 -3.860 -0.226
C: -4.520 0.824 0.546
C: 2.000 -0.313 4.635
C: -3.291 -4.329 4.836
C: 1.953 -2.796 -3.955
C: -1.378 1.975 -2.319
C: 0.519 -2.354 3.474
C: 3.968 1.784 2.259
C: 1.782 -5.113 -4.837
C: 2.068 -3.294 -6.468
C: 1.124 -1.711 -4.181
C: 0.721 -0.915 -3.122
C: 2.368 -3.053 -2.634
C: -1.217 -4.064 3.636
C: -0.237 0.884 -4.544
C: 0.392 -2.031 4.835
C: -0.141 0.295 -3.292
C: 5.070 1.953 4.432
C: 1.746 2.933 1.884
C: -0.519 2.089 -7.169
C: 3.992 -3.863 -4.882
C: 2.278 -0.752 3.357
C: 1.085 -0.977 5.423
C: -4.068 3.107 1.929
C: -3.127 2.537 1.145
C: -0.384 -3.234 2.775
C: -0.844 -5.371 3.950
C: -0.844 2.137 -4.652
C: 2.897 2.573 2.756
C: -0.085 4.148 -5.780
H: 2.026 -5.860 -5.609
H: -0.422 4.818 -5.031
H: -0.385 -2.628 5.380
H: -2.488 3.941 -7.085
H: 0.246 0.491 -5.419
H: -5.932 3.440 3.709
H: -4.154 -3.909 5.302
H: 2.504 -3.957 -7.202
H: -2.077 -5.907 -0.495
H: 0.717 -5.004 -4.816
H: 3.051 -0.418 2.714
H: 5.871 0.976 2.681
H: 4.275 -4.226 -3.891
H: -1.856 2.303 -1.390
H: 0.578 2.037 -7.258
H: 2.128 3.626 4.468
H: 2.140 -5.556 -3.896
H: 5.928 1.756 5.047
H: 1.351 5.431 1.177
H: -1.744 3.751 -3.487
H: -0.153 4.689 -6.736
H: 0.799 -1.513 -5.221
H: -1.664 4.140 4.846
H: -3.058 2.529 -6.298
H: 2.081 -2.389 -0.610
H: -1.419 6.520 4.185
H: -1.438 -7.158 4.904
H: 4.449 -2.903 -4.968
H: 4.444 -4.569 -5.600
H: -2.109 2.940 1.109
H: -0.838 2.568 -8.097
H: 0.095 7.232 2.473
H: -4.626 -0.134 -0.022
H: -0.316 2.445 3.740
H: 0.114 -5.782 3.601
H: 3.942 2.981 5.953
H: -2.791 3.990 -5.394
H: 3.362 0.207 -0.862
H: -0.970 1.085 -7.178
H: -2.842 -4.837 -1.689
H: 3.047 -3.845 -2.375
H: -3.604 -6.216 5.764
H: 0.769 -0.625 6.404
H: -6.507 0.809 1.395
H: 3.661 -0.940 0.169
H: -7.020 2.313 3.092
H: 1.017 -3.224 -6.592
H: 2.502 0.576 5.017
H: 0.928 3.809 -5.490
H: 2.498 -2.343 -6.711
H: 3.997 1.327 1.286
H: -3.808 3.942 2.549
H: -2.695 -2.506 3.831

Record 4
A structure of composition C49H54LaN7P2, computed with ωB97M-V with the def2-TZVPD basis set.

Values from the calculation:
Largest force on an atom   0.016 hartree/bohr
DFT total energy   -2997.2639 a.u.
ΔE to the lowest compared entry with this formula, charge and spin   7.0 kcal per mole
Net charge   0
Highest occupied orbital energy   -0.275 hartree
LUMO energy   -0.9 eV

Element x y z (Å)
La: 1.229 -0.673 0.466
P: -1.509 1.479 0.741
P: 2.617 0.708 -2.251
N: 0.463 -2.962 -0.170
N: -2.773 1.742 1.800
N: -2.726 -9.435 5.148
N: -2.048 0.736 -0.677
N: 1.644 -2.097 2.496
N: -1.202 3.032 0.187
N: -0.377 0.671 1.401
C: -0.904 4.049 1.203
C: -0.734 -4.422 -1.435
C: 3.541 1.596 -6.168
C: -4.293 0.972 -1.789
C: -4.426 -0.542 -1.852
C: 3.542 1.593 -4.779
C: -3.869 3.009 3.926
C: -0.381 4.506 -1.596
C: -0.241 3.151 -0.919
C: -0.402 -5.264 2.696
C: -0.057 -3.947 0.659
C: 2.260 -2.632 4.622
C: 1.416 -3.623 4.189
C: -2.928 0.892 2.980
C: -3.970 1.490 3.929
C: -0.519 -7.631 3.108
C: -2.089 -6.137 4.175
C: -2.830 1.402 -1.728
C: 5.402 -2.691 -1.038
C: 0.229 -4.082 2.029
C: 3.068 3.454 -2.114
C: 1.030 -3.297 2.856
C: -4.262 3.546 2.541
C: 4.752 -1.112 -2.724
C: -1.601 -7.420 3.955
C: 3.726 -0.673 -1.877
C: 1.664 0.105 -4.782
C: 0.065 -3.263 -1.404
C: -0.818 -4.850 -0.124
C: 2.356 -1.718 3.546
C: 4.788 4.542 -0.838
C: 4.647 2.134 -0.886
C: 3.511 -1.198 -0.593
C: 5.588 -2.125 -2.299
C: -0.159 5.631 -0.594
C: 3.684 4.615 -1.682
C: -1.483 -5.061 3.548
C: -1.062 5.444 0.620
C: -2.200 -0.725 -0.732
C: 2.602 0.849 -6.865
C: -2.227 -8.546 4.619
C: -3.967 2.505 1.454
C: 4.382 -2.239 -0.214
C: -3.654 -1.174 -0.703
C: 5.262 3.301 -0.444
C: 2.606 0.844 -4.070
C: 1.663 0.101 -6.168
C: 3.545 2.198 -1.730
C: 0.075 -6.551 2.477
H: -4.818 1.345 -0.907
H: -4.496 3.449 4.702
H: -1.340 -5.720 0.241
H: 4.278 2.181 -6.703
H: 5.029 1.168 -0.581
H: -1.171 -4.880 -2.308
H: -3.690 -2.265 -0.757
H: 0.924 -0.481 -6.703
H: 3.301 5.576 -2.003
H: 0.325 4.579 -2.426
H: -4.822 1.830 1.326
H: 1.112 -4.501 4.736
H: -0.317 6.608 -1.055
H: -0.394 2.343 -1.634
H: 0.785 3.042 -0.526
H: 4.895 -0.667 -3.704
H: 2.929 -0.799 3.528
H: -1.737 -1.090 -1.660
H: -4.983 1.198 3.632
H: 2.754 -2.553 5.576
H: -3.818 2.999 0.494
H: -1.673 -1.177 0.112
H: 2.599 0.850 -7.947
H: -5.325 3.805 2.519
H: 6.385 -2.474 -2.944
H: -1.560 3.900 2.057
H: -0.833 6.183 1.392
H: -1.847 -4.056 3.718
H: 5.276 5.445 -0.497
H: 4.287 2.171 -4.247
H: -1.961 0.831 3.480
H: -2.840 3.295 4.164
H: 0.919 -0.478 -4.250
H: 6.123 3.234 0.209
H: -1.385 4.579 -2.029
H: 2.208 3.527 -2.772
H: 0.130 3.915 1.556
H: -4.012 -0.907 -2.800
H: 0.365 -2.653 -2.248
H: 0.888 5.604 -0.266
H: -2.933 -5.986 4.835
H: -3.717 4.467 2.323
H: -5.476 -0.842 -1.840
H: -2.357 1.168 -2.695
H: -4.096 -0.880 0.256
H: 0.915 -6.704 1.812
H: -4.760 1.442 -2.658
H: -3.815 1.071 4.925
H: -2.758 2.479 -1.596
H: -0.149 -8.635 2.948
H: 4.271 -2.710 0.760
H: 6.059 -3.489 -0.711
H: -3.207 -0.135 2.706
H: -2.108 5.594 0.331